No. 1
59
Properties=species:S:1:pos:R:3:mulliken_charge:R:1 method="wB97M-V/def2-TZVPD" multiplicity=9 total_charge=-1 total_energy_ha=-5375.34769 homo_energy_ev="-5.554 / -4.636"
V 5.64 15.94 0.89 0.853
Fe 8.30 13.83 -2.43 0.326
S 11.40 14.22 -1.30 1.139
O 11.56 13.45 -0.14 -0.683
O 10.09 13.99 -1.92 -0.402
O 11.35 15.64 -1.04 -0.390
O 12.44 13.88 -2.24 -0.655
S 7.12 12.91 0.47 -0.720
O 8.13 12.46 1.43 0.569
O 6.16 11.88 0.26 -1.183
O 6.29 14.05 0.85 0.838
O 7.73 13.21 -0.84 1.388
S 7.92 16.90 -1.53 0.918
O 6.99 16.70 -0.46 -0.898
O 9.31 17.23 -1.08 -0.624
O 8.04 15.62 -2.18 -0.709
O 7.41 17.89 -2.37 -0.663
O 10.53 12.15 1.70 -0.866
H 9.56 12.25 1.55 -0.060
H 10.83 12.61 0.91 0.733
O 9.00 14.97 1.20 -0.349
H 9.07 15.68 1.80 0.222
H 9.45 14.22 1.64 0.165
O 5.32 12.00 3.64 -0.679
H 5.14 11.31 3.00 0.252
H 4.60 12.66 3.67 0.300
O 4.13 12.58 -1.82 -0.723
H 4.54 12.42 -0.97 0.412
H 3.75 11.69 -1.97 0.258
O 8.31 11.54 3.79 -0.741
H 8.21 12.02 2.96 0.192
H 9.07 11.01 3.91 0.323
O 4.14 15.37 -0.54 -0.559
H 4.38 15.42 -1.48 0.256
H 3.82 14.59 -0.17 0.491
O 7.02 14.30 3.86 -0.642
H 7.05 14.86 3.12 0.229
H 6.64 13.47 3.60 0.272
O 8.57 11.86 -2.98 -0.392
H 9.01 11.24 -2.38 0.307
H 8.07 11.28 -3.57 0.222
O 3.56 13.00 0.84 -0.789
H 3.43 12.21 1.29 0.432
H 4.50 13.17 0.96 0.222
O 5.87 10.04 -1.29 -0.822
H 6.08 10.72 -0.65 0.290
H 4.95 10.09 -1.25 0.333
O 9.74 10.55 -1.11 -0.659
H 9.10 10.35 -0.42 0.471
H 9.97 9.71 -1.51 0.281
O 4.65 10.26 1.44 -0.848
H 4.61 9.37 1.04 0.329
H 5.23 10.83 0.89 0.858
O 8.32 9.89 0.98 -0.739
H 7.71 9.35 1.53 0.327
H 8.27 10.82 1.28 0.429
O 6.38 13.75 -2.98 -0.451
H 6.13 14.50 -3.59 0.333
H 5.59 13.29 -2.80 0.273

No. 2
30
Properties=species:S:1:pos:R:3:mulliken_charge:R:1 method="wB97M-V/def2-TZVPD" total_charge=0 total_energy_ha=-765.67701 homo_energy_ev="-6.726 / -9.336" relative_energy_kj_mol=362.4
C 4.09 0.24 0.88 -0.315
C 3.77 0.04 -0.50 -0.903
C 3.12 0.44 1.82 -0.793
C 2.43 0.11 -0.82 -0.331
C 1.79 0.49 1.46 -0.407
C 1.40 0.36 0.10 0.789
C -1.74 1.50 0.30 -1.178
C -2.19 -1.04 0.52 -2.043
C -0.33 -0.64 -1.59 -1.379
C -1.06 0.09 0.61 0.947
C 0.11 0.00 -0.29 0.332
C 0.56 2.84 -2.11 0.600
F 0.49 4.14 -1.71 -0.235
F -0.58 2.68 -2.82 -0.204
F 1.60 2.80 -3.03 -0.222
H 5.14 0.16 1.13 0.369
H 4.53 -0.33 -1.15 0.394
H 3.46 0.61 2.81 0.401
H 2.11 0.09 -1.82 0.192
H 1.00 0.45 2.19 0.312
H -1.58 1.64 -0.75 0.188
H -1.39 2.41 0.71 0.316
H -2.82 1.42 0.57 0.360
H -2.99 -0.76 1.36 0.427
H -2.74 -1.06 -0.37 0.518
H -1.91 -1.95 0.93 0.440
H -0.90 -1.51 -1.30 0.462
H 0.50 -0.92 -2.32 0.401
H -1.07 0.10 -2.09 0.226
H -0.95 0.07 1.71 0.335

No. 3
10
Properties=species:S:1:pos:R:3:mulliken_charge:R:1 method="wB97M-V/def2-TZVPD" smiles=CCNI total_charge=0 total_energy_ha=-432.19126 homo_energy_ev=-9.080 relative_energy_kj_mol=13.7
C -1.21 0.21 -0.07 -0.989
C 0.10 -0.58 -0.09 -0.238
N 1.05 0.55 -0.06 -0.672
I 3.08 -0.04 0.05 0.036
H -1.03 0.94 -0.90 0.324
H -2.02 -0.57 -0.25 0.306
H -1.38 0.86 0.91 0.269
H 0.33 -1.26 0.76 0.392
H 0.22 -1.00 -1.15 0.251
H 0.87 0.90 0.81 0.320

No. 4
12
Properties=species:S:1:pos:R:3:mulliken_charge:R:1 method="wB97M-V/def2-TZVPD" smiles="CC(=O)C1=C[NH2+]1" total_charge=+1 total_energy_ha=-285.60172 homo_energy_ev=-15.499 relative_energy_kj_mol=316.3
C -1.07 -1.44 -0.74 -0.252
C 0.79 0.46 0.74 0.719
C -0.23 -0.67 -0.18 0.144
C 0.04 1.38 1.55 -1.054
N 0.06 -0.96 -1.62 -0.342
O 1.92 0.26 0.49 -0.362
H -1.95 -1.91 -0.84 0.428
H -0.48 0.74 2.22 0.363
H -0.66 1.92 0.92 0.368
H 0.80 2.05 1.88 0.307
H 0.91 -1.57 -1.99 0.349
H -0.13 -0.26 -2.44 0.334

No. 5
56
Properties=species:S:1:pos:R:3:mulliken_charge:R:1 method="wB97M-V/def2-TZVPD" multiplicity=4 total_charge=+1 total_energy_ha=-2695.05364 homo_energy_ev="-9.611 / -9.725" relative_energy_kj_mol=62.7
Co -0.40 0.31 -0.27 0.431
C 3.19 3.23 -0.50 -1.099
Si 1.40 2.78 -0.97 -0.311
C 0.27 3.26 0.51 -0.986
C 0.79 3.69 -2.54 -1.066
N 1.17 1.06 -1.09 0.431
C 1.76 0.25 -2.00 0.471
C 2.63 0.65 -3.02 -0.348
C 3.12 -0.25 -3.94 -1.045
C 2.77 -1.59 -3.88 -0.777
C 1.92 -2.04 -2.88 -0.613
C 1.44 -1.14 -1.95 0.988
O 0.55 -1.47 -0.94 -0.146
C 0.19 -2.80 -0.76 -0.319
C -1.14 -3.14 -0.94 -0.226
C -1.54 -4.45 -0.72 -0.780
C -0.62 -5.40 -0.32 -0.486
C 0.70 -5.05 -0.12 -0.634
C 1.11 -3.75 -0.34 0.113
H 3.29 4.30 -0.37 0.389
H 3.90 2.92 -1.26 0.353
H 3.50 2.77 0.43 0.322
H 0.11 4.33 0.54 0.506
H 0.71 2.97 1.47 0.206
H -0.70 2.78 0.41 0.145
H 0.73 4.76 -2.39 0.393
H -0.20 3.34 -2.82 0.349
H 1.44 3.51 -3.39 0.358
H 2.90 1.70 -3.08 0.289
H 3.76 0.10 -4.73 0.402
H 3.13 -2.28 -4.62 0.398
H 1.62 -3.07 -2.84 0.421
H -1.85 -2.37 -1.23 0.433
H -2.58 -4.72 -0.86 0.433
H -0.93 -6.42 -0.16 0.413
H 1.43 -5.78 0.21 0.413
H 2.14 -3.45 -0.19 0.497
B -4.78 1.07 -0.64 0.235
C -3.32 0.77 -0.36 0.269
N -2.21 0.47 -0.14 -0.652
H -5.44 0.25 -0.08 -0.099
H -4.89 1.00 -1.83 -0.076
H -5.03 2.18 -0.27 -0.104
N -2.37 0.98 4.75 -0.269
C -1.04 0.54 4.25 -0.713
C -1.12 0.46 2.71 -0.786
N 0.11 0.08 2.04 -0.417
H -2.40 1.06 5.78 0.372
H -3.09 0.31 4.45 0.367
H -2.60 1.90 4.35 0.359
H -0.80 -0.43 4.68 0.397
H -0.28 1.26 4.56 0.400
H -1.41 1.43 2.32 0.412
H -1.89 -0.27 2.43 0.480
H 0.42 -0.85 2.30 0.271
H 0.86 0.74 2.22 0.238

No. 6
99
Properties=species:S:1:pos:R:3:mulliken_charge:R:1 method="wB97M-V/def2-TZVPD" total_charge=0 total_energy_ha=-2524.61437 homo_energy_ev=-7.982 relative_energy_kj_mol=0.0
K 1.22 -0.16 0.11 1.415
C 2.25 1.21 5.36 -1.265
N 0.92 0.83 4.92 0.390
C -0.04 0.59 5.97 -1.106
C 0.71 0.38 3.62 -0.508
N 1.14 0.91 2.55 0.867
C 1.72 2.24 2.50 -1.372
C 2.30 2.54 1.11 -1.212
N 1.33 2.48 0.02 1.066
C 0.19 3.39 0.17 -2.214
C -1.08 2.77 0.82 -0.165
N -1.68 1.75 -0.04 -0.063
C -2.96 1.63 -0.11 0.446
N -3.56 1.03 -1.21 0.273
C -4.81 0.27 -1.11 -1.124
C -2.81 0.81 -2.43 -0.800
N -3.87 2.06 0.86 0.339
C -3.53 1.99 2.27 -1.018
C -4.94 2.97 0.49 -1.184
C 1.95 2.41 -1.31 -1.850
C 1.08 1.87 -2.45 -0.322
N 0.99 0.42 -2.53 0.545
C 1.10 -0.16 -3.68 -0.078
N 1.34 -1.53 -3.81 0.180
C 0.44 -2.29 -4.67 -1.164
C 1.84 -2.25 -2.67 -0.796
N 1.05 0.51 -4.90 0.393
C -0.01 1.45 -5.20 -0.783
C 1.87 0.09 -6.02 -1.130
N -0.05 -0.80 3.56 0.204
C -0.65 -1.17 2.29 0.081
C 0.58 -1.94 4.21 -1.107
H 2.49 0.72 6.31 0.367
H 2.33 2.29 5.54 0.326
H 3.02 0.91 4.64 0.405
H -0.13 1.48 6.61 0.386
H 0.19 -0.26 6.63 0.355
H -1.02 0.39 5.54 0.307
H 2.53 2.38 3.21 0.641
H 0.97 2.99 2.80 0.378
H 3.04 1.76 0.93 0.369
H 2.83 3.49 1.15 0.381
H -0.12 3.77 -0.80 0.408
H 0.49 4.26 0.79 0.419
H -1.77 3.60 0.99 0.523
H -0.82 2.34 1.79 0.030
H -5.52 0.62 -1.87 0.293
H -5.25 0.38 -0.14 0.395
H -4.63 -0.79 -1.29 0.250
H -1.85 1.32 -2.35 -0.165
H -3.38 1.18 -3.28 0.460
H -2.57 -0.25 -2.58 0.357
H -2.72 1.28 2.41 0.177
H -4.39 1.63 2.84 0.339
H -3.21 2.95 2.67 0.350
H -5.07 2.97 -0.58 0.377
H -4.75 4.00 0.82 0.314
H -5.89 2.65 0.93 0.331
H 2.84 1.76 -1.22 0.349
H 2.35 3.39 -1.63 0.367
H 1.51 2.26 -3.38 0.498
H 0.08 2.30 -2.34 0.038
H -0.03 -1.65 -5.41 0.390
H -0.35 -2.78 -4.07 0.304
H 0.99 -3.07 -5.21 0.301
H 2.56 -1.64 -2.12 0.315
H 2.36 -3.15 -2.99 0.343
H 1.05 -2.57 -1.97 0.050
H -0.60 1.65 -4.31 0.084
H -0.67 1.06 -5.99 0.342
H 0.37 2.42 -5.55 0.299
H 2.68 -0.55 -5.66 0.341
H 2.29 0.97 -6.52 0.351
H 1.32 -0.49 -6.78 0.324
H -0.98 -0.25 1.81 -0.352
H -1.53 -1.81 2.47 0.539
H 0.01 -1.76 1.64 -0.278
H 0.99 -1.66 5.17 0.363
H 1.37 -2.36 3.57 0.142
H -0.16 -2.72 4.39 0.394
O 3.58 -1.10 1.93 -0.702
C 3.51 -1.52 0.76 -0.191
O 3.74 -0.91 -0.32 -0.689
C 2.98 -2.94 0.59 0.520
C 3.83 -4.00 0.30 -0.668
C 3.30 -5.26 0.15 -0.474
C 1.93 -5.44 0.27 -0.878
C 1.14 -4.33 0.58 -0.375
N 1.65 -3.11 0.71 0.545
H 4.89 -3.81 0.19 0.542
H 3.94 -6.10 -0.11 0.410
H 1.47 -6.40 0.15 0.454
H 0.06 -4.42 0.66 0.433
N -2.60 -2.96 -0.08 -0.569
N -1.79 -2.15 -0.94 -0.156
H -3.50 -3.06 -0.51 0.274
H -2.73 -2.54 0.84 0.172
H -1.79 -1.16 -0.68 0.074
H -0.84 -2.49 -0.83 0.060